Molecular formula: C3H9N2O2
Method: DFT, wB97M-V/def2-TZVPD

As for the electronic energy: -379.4336 Eh. Its charge is +1. The calculation puts the highest occupied orbital energy at -14.41 eV. The energy above the lowest of the compared OMol25 structures with the same formula, charge and spin comes out at 1.9390 eV.

Cartesian coordinates (Å):
C1 -1.129 -1.184 1.912
C2 0.014 -2.017 1.725
N1 0.772 -1.449 0.715
C3 0.162 -0.403 0.249
N2 -1.042 -0.256 0.834
H1 -1.950 -1.100 2.535
H2 0.275 -2.893 2.271
H3 1.569 -1.785 0.298
H4 0.332 0.176 -0.753
H5 -1.709 0.619 0.818
H6 -1.441 4.097 -1.657
H7 -0.352 3.324 -1.367
O1 -1.228 3.254 -1.247
H8 1.901 -0.244 -3.006
H9 2.137 1.171 -3.157
O2 2.085 0.520 -2.520

Mulliken atomic charge list, values in e, 4 entries:
1 C -0.160
2 C -0.402
3 N 0.072
4 C -0.143

***

Molecular formula: C5H10N2O
Method: DFT, wB97M-V/def2-TZVPD

As for the electronic energy: -381.2748 Eh. The calculation puts the highest occupied orbital energy at -9.70 eV. The energy above the lowest of the compared OMol25 structures with the same formula, charge and spin comes out at 0.2888 eV. As for the SMILES: [H]/N=C(\C)CC(=O)NC.

Cartesian coordinates (Å):
C1 0.186 0.303 0.427
C2 -2.703 0.611 0.288
C3 2.465 -0.780 0.080
N1 -1.996 -0.510 -0.280
C4 -0.665 -0.740 -0.291
C5 1.570 0.394 -0.159
N2 1.839 1.438 -0.810
O1 -0.219 -1.738 -0.820
H1 -2.539 -1.192 -0.789
H2 2.775 1.468 -1.208
H3 0.243 0.006 1.477
H4 -0.278 1.284 0.348
H5 -2.508 1.534 -0.267
H6 -3.770 0.406 0.250
H7 -2.419 0.762 1.331
H8 3.438 -0.640 -0.387
H9 2.599 -0.942 1.148
H10 1.982 -1.664 -0.337

Mulliken atomic charge list, values in e, 4 entries:
1 C -0.521
2 C -0.892
3 C -1.195
4 N -0.154

***

Molecular formula: C17H13BrN2O5
Method: DFT, wB97M-V/def2-TZVPD

As for the electronic energy: -3715.3398 Eh. The calculation puts the highest occupied orbital energy at -7.81 eV. The energy above the lowest of the compared OMol25 structures with the same formula, charge and spin comes out at 0.0000 eV. As for the SMILES: COc1ccc(NC(=O)c2ccco2)cc1NC(=O)c1ccc(Br)o1.

Cartesian coordinates (Å):
C1 -2.491 -3.987 0.003
H1 -3.567 -4.153 -0.009
O1 -2.324 -2.591 0.036
C2 -1.046 -2.088 0.033
C3 0.110 -2.849 0.031
C4 1.350 -2.231 0.019
C5 1.453 -0.845 -0.001
C6 0.297 -0.067 0.014
C7 -0.943 -0.682 0.036
N1 -2.146 0.023 0.047
C8 -2.357 1.343 0.299
O2 -1.507 2.168 0.556
C9 -3.788 1.710 0.236
C10 -4.376 2.935 0.417
C11 -5.766 2.748 0.252
C12 -5.914 1.419 -0.017
O3 -4.739 0.776 -0.031
Br1 -7.439 0.400 -0.351
H2 -6.544 3.479 0.319
H3 -3.863 3.848 0.638
H4 -2.959 -0.569 -0.073
H5 0.364 1.007 0.007
N2 2.731 -0.286 -0.023
C13 3.097 1.002 -0.299
O4 2.340 1.909 -0.570
C14 4.557 1.195 -0.243
C15 5.289 2.337 -0.445
C16 6.642 1.974 -0.276
C17 6.640 0.643 0.014
O5 5.390 0.160 0.037
H6 7.435 -0.048 0.217
H7 7.498 2.612 -0.359
H8 4.891 3.302 -0.681
H9 3.488 -0.942 0.117
H10 2.243 -2.840 0.021
H11 0.064 -3.926 0.039
H12 -2.062 -4.464 0.889
H13 -2.047 -4.423 -0.898

Mulliken atomic charge list, values in e, 4 entries:
1 C -0.936
2 H 0.249
3 O -0.422
4 C 0.972

***

Molecular formula: C10H11NOP
Method: DFT, wB97M-V/def2-TZVPD

As for the electronic energy: -858.6588 Eh. Its charge is +1. The calculation puts the highest occupied orbital energy at -13.21 eV. The energy above the lowest of the compared OMol25 structures with the same formula, charge and spin comes out at 3.6221 eV. As for the SMILES: O=C1C=CC[N@@+]1(P)c1ccccc1.

Cartesian coordinates (Å):
C1 -3.334 0.070 -0.295
C2 -2.530 0.394 -1.382
C3 -2.769 -0.547 0.820
C4 -1.105 0.337 -1.290
C5 -1.393 -0.892 0.805
C6 -0.585 -0.331 -0.229
C7 2.453 1.481 -0.125
C8 2.319 1.160 1.141
C9 1.716 0.590 -1.009
C10 1.319 0.056 1.327
N1 0.971 -0.381 -0.102
O1 1.808 0.364 -2.148
P1 1.197 -2.158 -0.761
H1 -4.413 0.192 -0.188
H2 -2.824 0.980 -2.305
H3 -3.481 -0.958 1.642
H4 -0.619 0.646 -2.207
H5 -0.851 -1.338 1.638
H6 3.053 2.259 -0.431
H7 2.791 1.621 1.943
H8 1.793 -0.773 1.858
H9 0.309 0.490 1.628
H10 2.517 -2.088 -0.385
H11 1.567 -2.065 -2.061

Mulliken atomic charge list, values in e, 4 entries:
1 C -0.343
2 C -0.674
3 C -0.525
4 C -0.263

***

Molecular formula: C13H23LiOSb2
Method: DFT, wB97M-V/def2-TZVPD

As for the electronic energy: -1072.3690 Eh. The calculation puts the highest occupied orbital energy at -7.58 eV.

Cartesian coordinates (Å):
Li1 -1.677 0.259 -2.430
C1 1.088 -1.633 -1.585
Sb1 1.058 0.353 -2.395
C2 3.099 0.161 -3.130
C3 1.568 1.482 -0.560
C4 1.901 0.642 0.615
C5 3.153 0.031 0.634
C6 3.570 -0.768 1.678
C7 2.724 -0.962 2.754
C8 1.489 -0.343 2.766
C9 1.048 0.466 1.720
C10 -0.267 1.129 1.831
Sb2 -1.686 0.347 0.338
C11 -3.397 1.239 1.288
C12 -1.916 -1.543 1.355
H1 1.983 -1.768 -0.986
H2 1.083 -2.356 -2.394
H3 0.216 -1.799 -0.962
H4 3.710 -0.309 -2.365
H5 3.517 1.132 -3.382
H6 3.108 -0.462 -4.021
H7 0.736 2.161 -0.376
H8 2.439 2.067 -0.860
H9 3.829 0.217 -0.190
H10 4.555 -1.214 1.663
H11 3.043 -1.563 3.591
H12 0.851 -0.470 3.630
H13 -0.186 2.199 1.635
H14 -0.683 0.994 2.828
H15 -3.407 1.036 2.357
H16 -4.280 0.820 0.821
H17 -3.397 2.311 1.116
H18 -2.134 -1.383 2.407
H19 -0.998 -2.117 1.271
H20 -2.723 -2.103 0.895
C13 -4.646 0.351 -2.319
O1 -3.256 0.325 -2.238
H21 -5.003 0.355 -3.354
H22 -5.040 1.250 -1.826
H23 -5.071 -0.532 -1.821

Mulliken atomic charge list, values in e, 4 entries:
1 Li 0.755
2 C -1.032
3 Sb 0.601
4 C -1.318

***

Molecular formula: H3I3Si2
Method: DFT, wB97M-V/def2-TZVPD

As for the electronic energy: -1473.8530 Eh. The calculation puts the highest occupied orbital energy (alpha / beta) at -8.28 / -8.31 eV. The energy above the lowest of the compared OMol25 structures with the same formula, charge and spin comes out at 1.5581 eV.

Cartesian coordinates (Å):
Si1 -0.616 1.648 -0.954
Si2 0.678 -1.082 0.640
I1 1.387 -0.424 2.939
I2 -1.437 -2.415 0.756
I3 2.401 -2.793 0.132
H1 -0.084 1.261 -2.221
H2 -0.776 3.058 -0.706
H3 -1.553 0.746 -0.586

Mulliken atomic charge list, values in e, 4 entries:
1 Si 0.453
2 Si -0.028
3 I -0.080
4 I -0.065

***

Molecular formula: C21H19Cl2N6O4Re
Method: DFT, wB97M-V/def2-TZVPD

Its spin multiplicity is 2. As for the electronic energy: -2439.1604 Eh. Its charge is +1. The calculation puts the highest occupied orbital energy (alpha / beta) at -10.81 / -10.80 eV. The energy above the lowest of the compared OMol25 structures with the same formula, charge and spin comes out at 12.9249 eV.

Cartesian coordinates (Å):
Re1 -0.082 0.030 -0.015
O1 -2.116 -5.064 -0.157
C1 -1.162 -5.086 -1.113
C2 -0.792 -6.279 -1.728
C3 0.197 -6.299 -2.691
C4 0.847 -5.126 -3.057
C5 0.490 -3.943 -2.446
C6 -0.517 -3.894 -1.477
C7 -0.852 -2.589 -0.897
O2 0.022 -1.618 -1.127
N1 -1.961 -2.377 -0.235
N2 -2.030 -1.028 0.055
C8 -3.184 -0.503 0.205
C9 -3.254 0.956 0.154
C10 -4.397 1.688 0.407
C11 -4.344 3.064 0.220
C12 -3.165 3.640 -0.214
C13 -2.062 2.824 -0.444
N3 -2.111 1.515 -0.270
H1 -2.434 -5.962 -0.007
H2 -1.291 -7.197 -1.439
H3 0.464 -7.238 -3.158
H4 1.622 -5.139 -3.810
H5 0.987 -3.021 -2.714
H6 -4.066 -1.134 0.234
H7 -5.302 1.196 0.738
H8 -5.218 3.674 0.404
H9 -3.092 4.705 -0.385
H10 -1.117 3.223 -0.794
C14 0.345 2.469 4.705
O3 -0.408 1.888 3.627
C15 0.267 1.340 2.629
O4 -0.554 0.839 1.748
N4 1.562 1.367 2.647
N5 1.460 -0.586 0.664
H11 -0.399 2.855 5.393
H12 0.979 3.271 4.332
H13 0.958 1.710 5.186
H14 3.553 1.195 2.131
H15 2.691 -0.447 2.521
H16 3.550 -0.223 0.834
Cl1 2.621 0.461 1.523
C16 2.723 1.768 0.093
C17 3.932 2.413 0.132
C18 4.262 3.317 -0.876
C19 3.373 3.556 -1.905
C20 2.149 2.900 -1.928
Cl2 1.034 3.212 -3.202
C21 1.807 1.982 -0.932
N6 0.555 1.358 -0.962
H17 4.639 2.244 0.942
H18 5.208 3.839 -0.847
H19 3.613 4.253 -2.695

Mulliken atomic charge list, values in e, 4 entries:
1 Re 1.415
2 O -0.504
3 C 0.902
4 C -0.776

***

Molecular formula: C24H53IrN10OSeSi
Method: DFT, wB97M-V/def2-TZVPD

Its spin multiplicity is 5. As for the electronic energy: -4363.6270 Eh. Its charge is +2. The calculation puts the highest occupied orbital energy (alpha / beta) at -10.11 / -12.95 eV. The energy above the lowest of the compared OMol25 structures with the same formula, charge and spin comes out at 0.0000 eV.

Cartesian coordinates (Å):
Ir1 0.053 0.058 -0.025
C1 -4.215 -0.845 -1.892
N1 -3.612 -1.971 -1.182
C2 -3.805 -3.337 -1.687
C3 -2.672 -4.128 -1.066
N2 -1.785 -3.079 -0.512
C4 -0.543 -3.417 0.132
C5 -2.435 -1.872 -0.510
N3 -1.994 -0.737 0.030
C6 -2.976 0.158 0.714
C7 -2.467 1.560 0.992
N4 -1.264 1.836 0.164
C8 -1.091 3.138 -0.243
N5 -1.592 3.656 -1.376
C9 -2.256 2.895 -2.387
C10 -1.180 5.048 -1.538
C11 -0.657 5.401 -0.157
N6 -0.446 4.089 0.438
C12 0.117 3.859 1.783
H1 -3.503 -0.002 -1.809
H2 -5.155 -0.539 -1.442
H3 -4.302 -1.207 -2.916
H4 -3.771 -3.340 -2.788
H5 -4.764 -3.781 -1.365
H6 -2.132 -4.813 -1.701
H7 -3.055 -4.839 -0.325
H8 0.075 -2.457 0.363
H9 -0.020 -4.039 -0.615
H10 -0.830 -3.877 1.048
H11 -3.292 -0.328 1.651
H12 -3.987 0.275 0.209
H13 -2.311 1.528 2.067
H14 -3.160 2.332 0.827
H15 -3.175 2.386 -2.020
H16 -1.566 2.161 -2.856
H17 -2.549 3.579 -3.225
H18 -2.021 5.785 -1.695
H19 -0.457 5.346 -2.356
H20 -1.403 5.971 0.419
H21 0.218 6.063 -0.210
H22 0.807 2.985 1.708
H23 -0.707 3.626 2.490
H24 0.666 4.687 2.120
N7 0.036 -0.040 1.872
C13 0.299 -0.250 3.007
N8 0.477 -0.259 4.302
C14 1.816 -0.695 4.817
C15 1.588 -1.704 5.916
O1 0.658 -1.159 6.919
C16 -0.565 -0.681 6.410
C17 -0.363 0.391 5.331
H25 2.228 0.216 5.203
H26 2.359 -1.119 4.038
H27 2.498 -1.933 6.458
H28 1.309 -2.648 5.429
H29 -1.037 -0.236 7.296
H30 -1.110 -1.549 6.053
H31 0.196 1.162 5.795
H32 -1.188 0.842 4.895
C18 4.746 0.416 2.052
Si1 3.990 -0.464 0.477
C19 2.907 -2.024 0.670
C20 5.081 -0.534 -1.070
Se1 2.264 1.129 -0.091
H33 5.736 0.882 1.924
H34 4.931 -0.349 2.883
H35 3.972 1.158 2.452
H36 2.187 -2.179 -0.191
H37 2.279 -2.111 1.576
H38 3.577 -2.932 0.801
H39 5.945 -1.102 -0.892
H40 5.408 0.428 -1.372
H41 4.568 -1.054 -1.876
C21 2.142 -2.023 -4.319
C22 1.166 -0.832 -4.065
C23 -0.204 -0.917 -4.692
C24 1.781 0.619 -4.381
N9 0.929 -0.945 -2.640
N10 0.061 0.035 -2.087
H42 2.299 -2.172 -5.366
H43 1.705 -2.984 -3.972
H44 3.121 -1.801 -3.818
H45 -0.890 -0.316 -4.130
H46 -0.608 -1.888 -4.655
H47 -0.153 -0.776 -5.766
H48 1.937 0.727 -5.458
H49 2.792 0.651 -3.910
H50 1.089 1.357 -4.044
H51 1.848 -0.852 -2.139
H52 -0.902 -0.269 -2.419
H53 0.305 0.971 -2.485

Mulliken atomic charge list, values in e, 4 entries:
1 Ir 1.176
2 C -0.743
3 N 0.068
4 C -0.507

***

Molecular formula: C8H11ClN2Si
Method: DFT, wB97M-V/def2-TZVPD

As for the electronic energy: -1170.6539 Eh. The calculation puts the highest occupied orbital energy at -8.85 eV. The energy above the lowest of the compared OMol25 structures with the same formula, charge and spin comes out at 1.6400 eV.

Cartesian coordinates (Å):
C1 0.346 -4.167 -0.238
C2 1.436 -3.421 -0.583
C3 -0.840 -3.545 0.071
C4 1.406 -2.085 -0.552
C5 -0.963 -2.129 -0.023
C6 0.209 -1.409 -0.232
C7 0.363 0.057 -0.052
C8 -0.639 0.933 0.092
N1 0.951 3.369 0.987
N2 -1.731 3.818 0.264
Si1 -0.365 2.762 0.063
Cl1 0.596 3.138 -2.723
H1 0.361 -5.217 -0.195
H2 2.223 -4.077 -0.737
H3 -1.767 -4.001 0.345
H4 2.402 -1.662 -0.802
H5 -1.802 -1.479 0.264
H6 1.433 0.508 -0.214
H7 -1.600 0.639 0.069
H8 1.169 4.295 1.189
H9 1.597 2.829 1.512
H10 -1.732 4.539 -0.421
H11 -2.640 3.385 0.269

Mulliken atomic charge list, values in e, 4 entries:
1 C -0.501
2 C -0.501
3 C -0.527
4 C -0.586

***

Molecular formula: C5H11NO2
Method: DFT, wB97M-V/def2-TZVPD

As for the electronic energy: -402.3224 Eh. The calculation puts the highest occupied orbital energy at -10.00 eV. The energy above the lowest of the compared OMol25 structures with the same formula, charge and spin comes out at 1.5181 eV. As for the SMILES: [H]/N=C(\C)CO.CC=O.

Cartesian coordinates (Å):
C1 -2.236 -0.980 -0.679
C2 -1.493 1.399 -0.104
C3 -1.347 -0.074 0.130
O1 -2.045 -2.330 -0.365
N1 -0.565 -0.632 0.946
H1 -1.393 -2.338 0.356
H2 0.025 0.003 1.477
H3 -2.030 -0.825 -1.749
H4 -3.286 -0.702 -0.501
H5 -1.629 1.614 -1.161
H6 -2.371 1.761 0.430
H7 -0.618 1.928 0.270
C4 2.708 -0.438 -0.088
C5 2.687 0.957 0.439
O2 1.765 1.480 1.002
H8 3.629 1.515 0.268
H9 1.758 -0.938 0.086
H10 3.512 -0.988 0.398
H11 2.928 -0.413 -1.154

Mulliken atomic charge list, values in e, 4 entries:
1 C -0.516
2 C -1.205
3 C 0.984
4 O -0.568

***

Molecular formula: C3H6F3NS
Method: DFT, wB97M-V/def2-TZVPD

As for the electronic energy: -870.3187 Eh. The calculation puts the highest occupied orbital energy (alpha / beta) at -8.81 / -8.14 eV. The energy above the lowest of the compared OMol25 structures with the same formula, charge and spin comes out at 2.6339 eV.

Cartesian coordinates (Å):
C1 0.597 -0.986 -1.410
C2 1.588 -0.303 0.645
C3 -2.237 1.396 1.022
N1 0.836 0.111 -0.547
F1 -3.347 1.416 0.250
F2 -2.164 0.176 1.581
F3 -2.117 2.324 1.915
S1 0.044 1.531 -0.704
H1 -0.180 -1.773 -1.076
H2 0.164 -0.602 -2.328
H3 1.509 -1.515 -1.780
H4 2.066 0.388 1.229
H5 0.977 -1.120 1.114
H6 2.266 -1.043 0.089

Mulliken atomic charge list, values in e, 4 entries:
1 C -0.906
2 C -0.775
3 C 0.445
4 N 0.036

***

Question: electronic energy of number 2 (C5H10N2O)?
Answer: -381.2748 Eh

***

Copy entry 2 word for word.
Molecular formula: C5H10N2O
Method: DFT, wB97M-V/def2-TZVPD

As for the electronic energy: -381.2748 Eh. The calculation puts the highest occupied orbital energy at -9.70 eV. The energy above the lowest of the compared OMol25 structures with the same formula, charge and spin comes out at 0.2888 eV. As for the SMILES: [H]/N=C(\C)CC(=O)NC.

Cartesian coordinates (Å):
C1 0.186 0.303 0.427
C2 -2.703 0.611 0.288
C3 2.465 -0.780 0.080
N1 -1.996 -0.510 -0.280
C4 -0.665 -0.740 -0.291
C5 1.570 0.394 -0.159
N2 1.839 1.438 -0.810
O1 -0.219 -1.738 -0.820
H1 -2.539 -1.192 -0.789
H2 2.775 1.468 -1.208
H3 0.243 0.006 1.477
H4 -0.278 1.284 0.348
H5 -2.508 1.534 -0.267
H6 -3.770 0.406 0.250
H7 -2.419 0.762 1.331
H8 3.438 -0.640 -0.387
H9 2.599 -0.942 1.148
H10 1.982 -1.664 -0.337

Mulliken atomic charge list, values in e, 4 entries:
1 C -0.521
2 C -0.892
3 C -1.195
4 N -0.154

***

Question: The highest electronic energy belongs to which entry?
Answer: C3H9N2O2

***

Question: What is the electronic energy in the fourth record?
Answer: -858.6588 Eh